{"formula": "C32H58Cl20O4", "method": "ωB97M-V/def2-TZVPD", "symbols": ["C", "C", "C", "C", "C", "C", "O", "C", "O", "O", "C", "C", "C", "O", "C", "C", "H", "H", "H", "H", "H", "H", "H", "H", "H", "H", "H", "H", "H", "H", "H", "H", "H", "H", "Cl", "C", "C", "Cl", "H", "H", "H", "H", "Cl", "C", "C", "Cl", "H", "H", "H", "H", "Cl", "C", "C", "Cl", "H", "H", "H", "H", "Cl", "C", "C", "Cl", "H", "H", "H", "H", "Cl", "C", "C", "Cl", "H", "H", "H", "H", "Cl", "C", "C", "Cl", "H", "H", "H", "H", "Cl", "C", "C", "Cl", "H", "H", "H", "H", "Cl", "C", "C", "Cl", "H", "H", "H", "H", "Cl", "C", "C", "Cl", "H", "H", "H", "H", "Cl", "C", "C", "Cl", "H", "H", "H", "H"], "coordinates": [[-2.6685, 0.7083, 1.5119], [-2.4902, 0.5167, 0.2111], [-2.5332, 0.4823, -1.4131], [-2.9453, -0.9555, -2.0127], [-1.7946, -2.0841, -1.9450], [-0.2833, -1.5287, -2.0062], [0.4702, -2.7676, -2.3493], [0.7081, -2.8354, -3.7606], [1.1557, -3.7631, -4.4887], [0.2784, -1.5887, -4.3435], [0.2087, -0.6368, -3.2502], [1.6177, -0.0080, -2.7214], [2.6703, 0.2901, -3.9545], [2.0140, 0.8049, -5.1427], [2.2555, 2.2222, -5.3396], [2.4655, 2.4578, -6.9492], [-3.0133, 1.1356, 2.5312], [-1.5354, 0.9031, -1.7939], [-3.3528, 1.2320, -1.7687], [-3.3717, -0.8515, -3.0908], [-3.8416, -1.3385, -1.3726], [-1.8597, -2.7787, -1.0207], [-1.9422, -2.7798, -2.8694], [0.1947, -1.2793, -0.9774], [-0.5247, 0.1865, -3.6166], [2.1253, -0.8100, -2.0752], [1.3447, 0.9598, -2.1665], [3.5695, 0.9184, -3.5830], [3.0994, -0.7539, -4.2495], [1.3559, 2.8954, -5.0269], [3.2065, 2.6245, -4.8361], [2.9199, 3.5020, -7.1776], [3.1897, 1.6621, -7.3549], [1.4654, 2.3949, -7.5172], [1.0956, -3.1912, 2.0996], [-0.3499, -3.2838, 3.1383], [-1.5211, -2.5165, 2.5558], [-1.2491, -0.7555, 2.5775], [-0.0797, -2.9140, 4.1293], [-0.6067, -4.3417, 3.2291], [-2.4198, -2.7047, 3.1472], [-1.7239, -2.8148, 1.5245], [4.6945, 0.7292, -1.1690], [4.3012, 1.4192, 0.4263], [2.9141, 2.0315, 0.4575], [2.8059, 3.5030, -0.5411], [5.0708, 2.1520, 0.6770], [4.3622, 0.6021, 1.1487], [2.6600, 2.3228, 1.4789], [2.1562, 1.3279, 0.1060], [2.6149, 7.0980, -0.4451], [3.2541, 7.8776, -1.9147], [2.3479, 7.6708, -3.1127], [2.3303, 5.9741, -3.6586], [4.2571, 7.4857, -2.0970], [3.3410, 8.9449, -1.6942], [2.7030, 8.2699, -3.9541], [1.3195, 7.9666, -2.8943], [4.1803, -4.0062, 5.6548], [4.3168, -5.5535, 4.7812], [3.1432, -5.7894, 3.8507], [1.6272, -6.0816, 4.7397], [4.4121, -6.3522, 5.5197], [5.2440, -5.5109, 4.2055], [3.3264, -6.6757, 3.2393], [2.9846, -4.9413, 3.1813], [1.7221, -9.3844, 5.7309], [0.3734, -10.4706, 6.1487], [-0.9680, -9.9082, 5.7192], [-1.4324, -8.4755, 6.6710], [0.4068, -10.6536, 7.2246], [0.5596, -11.4175, 5.6370], [-1.7494, -10.6558, 5.8715], [-0.9665, -9.6275, 4.6638], [-5.0713, 3.4717, 1.8225], [-4.4170, 4.2681, 0.3695], [-5.3177, 4.0867, -0.8375], [-5.3439, 2.3994, -1.4085], [-3.4159, 3.8712, 0.1873], [-4.3238, 5.3305, 0.6061], [-4.9533, 4.6956, -1.6677], [-6.3452, 4.3869, -0.6208], [-5.2270, -3.4703, -2.9406], [-6.2536, -3.2258, -4.3767], [-5.4450, -2.8446, -5.6022], [-4.7381, -1.2154, -5.4622], [-6.9987, -2.4653, -4.1344], [-6.7758, -4.1684, -4.5557], [-6.0900, -2.8343, -6.4834], [-4.6325, -3.5516, -5.7833], [3.9918, 11.1074, -1.5828], [3.5955, 11.8026, 0.0097], [2.2077, 12.4133, 0.0388], [2.0982, 13.8823, -0.9632], [4.3635, 12.5377, 0.2586], [3.6575, 10.9877, 0.7346], [1.9534, 12.7071, 1.0594], [1.4509, 11.7078, -0.3109], [-6.9536, -4.4489, 2.8467], [-7.9809, -4.2033, 1.4117], [-7.1722, -3.8212, 0.1869], [-6.4648, -2.1927, 0.3292], [-8.7256, -3.4426, 1.6547], [-8.5034, -5.1455, 1.2319], [-7.8168, -3.8098, -0.6947], [-6.3599, -4.5283, 0.0050], [5.6195, 1.2089, 4.9264], [6.1003, -0.2198, 5.8770], [5.4846, -0.2192, 7.2637], [6.1573, 1.0668, 8.2974], [7.1909, -0.2453, 5.9217], [5.7623, -1.0975, 5.3214], [5.6937, -1.1677, 7.7631], [4.4012, -0.0882, 7.2225]], "atomic_forces_ev_per_a": [[-0.92, 1.20, -7.82], [-1.84, 1.69, 5.07], [-0.53, 0.37, 1.08], [-0.41, -0.32, 0.81], [-0.02, 0.25, -0.61], [-0.05, -1.53, -0.50], [0.92, -0.41, -2.97], [0.11, -0.84, -1.96], [-2.01, 3.94, 4.12], [1.40, -1.69, 2.40], [-0.48, 1.18, 1.15], [0.17, -0.12, -1.84], [-0.17, -1.62, 0.71], [1.26, 1.47, 1.48], [-0.08, 1.30, -2.00], [-0.01, 0.10, 0.30], [0.90, -1.15, -2.42], [-1.38, -0.85, 0.58], [1.69, -1.39, 0.91], [1.07, -0.04, 1.88], [1.52, 0.76, -1.16], [0.02, 1.34, -1.41], [0.37, 1.22, 1.61], [-1.23, 0.15, -1.82], [1.33, -1.51, 0.80], [-0.74, 1.48, -0.64], [0.53, -1.51, -0.58], [-1.71, -0.77, -0.75], [-0.76, 1.80, 0.42], [1.45, -1.34, -0.21], [-1.39, -0.91, -0.41], [-0.78, -1.71, 0.59], [-1.16, 1.17, 0.64], [1.56, -0.06, 0.94], [0.04, 0.08, -0.07], [-0.31, -0.14, 0.20], [0.02, -0.23, 0.17], [1.64, -1.68, 1.42], [0.00, 0.02, -0.20], [0.03, 0.10, -0.07], [0.14, -0.01, 0.00], [0.10, 0.13, 0.09], [0.11, 0.02, 0.06], [-0.08, 0.06, 0.32], [0.01, -0.16, 0.14], [-0.02, -0.05, -0.07], [-0.15, -0.05, -0.13], [-0.09, 0.07, -0.09], [0.11, -0.04, -0.09], [0.16, 0.08, -0.01], [-0.02, -0.02, 0.03], [0.03, 0.16, -0.23], [0.06, 0.22, 0.09], [-0.04, -0.07, 0.01], [-0.19, -0.07, 0.01], [-0.16, -0.52, -0.12], [0.05, -0.06, 0.12], [0.16, -0.12, 0.04], [-0.03, 0.07, 0.07], [0.06, -0.30, -0.18], [0.20, 0.06, -0.18], [-0.01, 0.17, -0.02], [-0.11, 0.17, -0.05], [-0.15, 0.03, -0.01], [0.04, 0.04, 0.14], [-0.01, -0.08, 0.19], [-0.04, -0.06, 0.06], [-0.12, -0.21, 0.02], [0.03, -0.19, -0.12], [0.03, 0.03, -0.03], [-0.03, 0.14, -0.15], [-0.08, 0.12, -0.01], [0.13, 0.04, 0.05], [0.09, 0.03, 0.19], [-0.02, 0.00, -0.01], [0.13, 0.12, -0.17], [0.01, 0.26, 0.07], [-0.38, 0.16, 0.05], [-0.19, -0.10, 0.03], [-0.10, -0.10, -0.06], [0.05, -0.07, 0.12], [0.15, -0.13, 0.04], [0.00, -0.01, -0.03], [-0.17, -0.02, -0.21], [-0.09, -0.22, -0.04], [0.00, -0.01, -0.01], [0.20, -0.03, -0.01], [0.12, 0.07, -0.05], [0.00, 0.02, 0.14], [-0.08, 0.14, 0.12], [0.15, 0.53, -0.04], [-0.09, 0.08, 0.35], [-0.01, -0.15, 0.12], [0.00, -0.03, -0.03], [-0.14, -0.06, -0.15], [-0.09, 0.06, -0.10], [0.12, -0.04, -0.09], [0.17, 0.10, -0.03], [0.01, 0.03, 0.01], [-0.15, 0.00, -0.20], [-0.08, -0.16, -0.04], [0.04, 0.01, 0.06], [0.20, -0.04, -0.02], [0.12, 0.07, -0.03], [0.01, 0.00, 0.13], [-0.10, 0.13, 0.10], [0.01, 0.05, -0.01], [0.03, -0.28, 0.11], [-0.08, -0.20, -0.13], [-0.02, 0.04, -0.01], [-0.17, 0.11, 0.05], [-0.05, 0.08, 0.12], [0.05, 0.08, -0.12], [0.19, 0.07, -0.05]], "homo_energy_ev": -7.88, "charge": 0, "e_tot_ha": -10758.67545, "orbital_gap_ev": 8.30}